The molecule C22H14Cl2F3N at a distorted geometry, computed with ωB97M-V with the def2-TZVPD basis set.

XYZ file:
```
42
Properties=species:S:1:pos:R:3:forces:R:3
Cl 1.52323 -3.44217 -5.96563 0.1 -0.9 -1.0
Cl -1.10657 5.07769 0.73719 -0.3 0.9 0.5
F -2.96107 0.89323 5.45362 1.4 -0.5 -0.3
F -1.47322 -0.54526 6.22316 -0.2 1.0 -1.2
F -0.82266 1.44627 5.54480 -0.9 -1.1 -0.4
N 0.56207 -3.55989 -0.51806 -1.8 5.4 1.1
C 2.47649 -2.50919 -3.62535 -1.5 1.6 -0.5
C 1.54983 -2.34881 -4.68272 -0.1 0.9 1.4
C -0.57817 -1.16824 3.63656 -0.7 0.4 0.2
C 2.36068 -1.63426 -2.53425 -0.1 -0.8 0.3
C 0.51884 -0.47290 -3.54378 -0.3 -1.1 0.1
C -0.35775 -1.60351 2.33935 1.4 0.0 -0.9
C 1.29512 -0.71505 -2.38889 -0.5 -0.9 -0.2
C -1.48221 -0.12168 3.84226 -0.1 -0.1 0.4
C -0.31719 3.71361 0.10883 0.2 -1.3 -0.7
C -1.92688 0.02372 1.48787 1.2 0.2 -0.7
C -1.68502 0.40730 5.24571 -0.2 0.5 1.4
C 0.71804 3.08179 0.82811 -1.0 0.3 -1.5
C 0.69751 1.26594 -0.82739 -0.4 0.5 0.4
C -0.87963 -0.92184 1.21975 0.3 1.9 0.8
C 0.58795 -1.33372 -4.67174 0.4 0.8 1.1
C 0.18384 -2.43282 -0.33486 1.7 -5.5 -1.4
C -0.20649 -1.01247 -0.21463 -3.6 -2.5 -1.0
C -0.78987 3.20198 -1.11279 1.0 -0.7 0.0
C -2.19089 0.45710 2.78125 0.4 -0.6 0.5
C 1.23569 1.89965 0.30653 -0.2 -0.2 0.7
C 0.89414 -0.25249 -0.94877 3.6 2.3 0.3
C -0.20573 2.01444 -1.60956 -0.7 -0.1 0.7
H 2.02068 1.41522 0.89577 -0.3 -0.1 -0.2
H -0.16580 -1.22003 -5.46181 0.6 -0.1 0.2
H 3.16187 -3.33045 -3.66538 0.4 -0.1 0.1
H 1.00707 3.50265 1.77309 0.4 0.0 0.1
H -0.58131 1.61562 -2.55622 0.0 0.3 0.7
H -0.25988 0.28939 -3.52490 0.2 -0.6 -0.2
H 3.07151 -1.80485 -1.71548 -0.5 0.2 -0.1
H -1.11571 -0.89904 -0.89186 0.8 -0.3 0.5
H 1.82360 -0.46320 -0.33767 -0.7 0.3 -0.6
H -1.62766 3.65418 -1.66318 0.6 0.0 0.4
H -0.03190 -1.59097 4.48687 -0.3 0.0 -0.4
H -2.43256 0.56048 0.67595 0.3 -0.3 0.1
H -2.88181 1.26810 3.00906 0.0 -0.3 -0.3
H 0.39183 -2.40554 2.19918 -0.5 0.6 -0.1
```
Positions in Å, forces in eV/Å.

Output
SMILES string: N#C[C@@H](c1ccc(C(F)(F)F)cc1)C(c1ccc(Cl)cc1)c1ccc(Cl)cc1
Energy relative to the best compared isomer or geometry (same formula, charge and spin): 0.0 kcal per mole
Electronic energy: -2121.4453 Ha
E_LUMO: -0.079 eV
HOMO level: -9.0 eV
Kohn-Sham gap: 8.94 eV


The molecule CH3NO3 at a distorted geometry, computed with ωB97M-V with the def2-TZVPD basis set.

XYZ file:
```
8
Properties=species:S:1:pos:R:3:forces:R:3
O -0.02821 -1.76286 -0.33186 2.1 3.5 2.1
O -0.14829 0.57276 -0.09087 0.3 1.8 -0.2
O -0.87124 -0.40612 -1.92037 0.2 -0.1 -1.1
N 0.22826 1.45430 1.32472 1.2 -3.5 -0.6
C -0.29881 -0.55798 -0.89866 -0.4 0.8 3.4
H 0.90982 0.71409 1.81653 -1.4 2.6 -1.6
H -0.48810 -2.35771 -0.83565 -1.7 -2.7 -2.2
H 0.69657 2.34353 0.93617 -0.3 -2.4 0.1
```
Positions in Å, forces in eV/Å.

Output
SMILES string: NOC(=O)O
Energy relative to the best compared isomer or geometry (same formula, charge and spin): 59.6 kcal per mole
Electronic energy: -320.2477 Ha
E_LUMO: -0.671 eV
HOMO level: -10.6 eV
Kohn-Sham gap: 9.90 eV


A cluster of 2 separate species, C4H10 in total at a distorted geometry, computed with ωB97M-V with the def2-TZVPD basis set.

XYZ file:
```
14
Properties=species:S:1:pos:R:3:forces:R:3
C -3.21039 0.71848 -1.12401 0.5 -0.4 -0.7
C 4.38333 -1.04425 1.03352 -1.0 -0.4 -0.2
C 3.45056 -1.94386 0.73013 0.1 -1.0 -1.4
C -3.75269 1.93779 -0.41092 -0.7 -0.1 0.0
H -3.51443 1.91889 0.64787 0.3 0.0 0.1
H -3.59165 0.51202 -2.12696 -0.6 0.4 0.1
H -2.14905 0.84268 -1.35119 0.2 -0.2 0.5
H 2.46588 -1.78299 0.29995 -0.5 0.7 1.4
H -3.37871 -0.20524 -0.57297 0.2 0.0 0.2
H -4.84582 1.96759 -0.42833 0.0 0.1 -0.2
H 3.68185 -2.99395 0.54875 0.7 0.2 -0.3
H -3.37356 2.86068 -0.83708 0.0 0.1 0.0
H 5.40937 -1.29099 0.79312 0.3 0.1 1.1
H 4.05249 -0.09584 1.44024 0.5 0.4 -0.7
```
Positions in Å, forces in eV/Å.

Output
SMILES string: C=C.CC
Energy relative to the best compared isomer or geometry (same formula, charge and spin): 44.0 kcal per mole
Electronic energy: -158.3327 Ha
E_LUMO: 1.130 eV
HOMO level: -9.7 eV
Kohn-Sham gap: 10.81 eV


> electronic energy of number 2 (CH3NO3)?

-320.2477 Ha


> Which of these has the highest E_LUMO?

C4H10


> Look up the energy relative to the best compared isomer or geometry (same formula, charge and spin) of the third one.

44.0 kcal per mole


> The lowest electronic energy belongs to which entry?

C22H14Cl2F3N